Computed, not measured: a single C19H19N5O molecule, with ωB97M-V with the def2-TZVPD basis set.

Values from the calculation:
Gap between HOMO and LUMO = 8.235 eV
SMILES = COc1cc(N/N=C(\C)c2ccc(N)cc2)nc(-c2ccccc2)n1
E_HOMO = -7.61 eV
Lowest unoccupied orbital energy = 0.625 eV

Last column: Löwdin charge in e.
Atoms and positions in Å:
C 2.451 3.913 -0.329  -0.079
O 1.277 3.124 -0.345  -0.050
C 1.461 1.796 -0.255  -0.336
C 0.340 0.975 -0.280  0.060
C 0.590 -0.396 -0.179  -0.310
N -0.372 -1.355 -0.184  0.028
N -1.728 -1.203 -0.290  0.086
C -2.397 -0.490 0.539  -0.287
C -1.830 0.185 1.757  -0.029
C -3.832 -0.385 0.285  -0.189
C -4.433 -1.192 -0.688  -0.027
C -5.780 -1.112 -0.949  -0.031
C -6.588 -0.209 -0.252  -0.333
N -7.945 -0.171 -0.464  0.100
C -5.992 0.608 0.711  -0.037
C -4.643 0.518 0.976  -0.037
N 1.842 -0.874 -0.112  0.174
C 2.834 -0.002 -0.098  -0.288
C 4.201 -0.528 -0.018  -0.156
C 4.422 -1.901 0.061  -0.032
C 5.711 -2.395 0.135  -0.085
C 6.790 -1.526 0.130  -0.092
C 6.577 -0.158 0.052  -0.085
C 5.290 0.340 -0.021  -0.030
N 2.696 1.323 -0.149  0.178
H 2.117 4.946 -0.413  0.089
H 3.003 3.766 0.601  0.089
H 3.101 3.654 -1.168  0.090
H -0.644 1.384 -0.418  0.111
H -0.056 -2.273 -0.469  0.147
H -1.754 1.263 1.624  0.087
H -2.477 -0.013 2.610  0.086
H -0.837 -0.203 1.974  0.078
H -3.811 -1.885 -1.230  0.105
H -6.228 -1.747 -1.700  0.107
H -8.288 -0.576 -1.319  0.092
H -8.440 0.644 -0.142  0.092
H -6.603 1.317 1.252  0.107
H -4.220 1.177 1.719  0.105
H 3.570 -2.562 0.065  0.101
H 5.877 -3.460 0.196  0.100
H 7.797 -1.913 0.187  0.099
H 7.419 0.519 0.049  0.100
H 5.107 1.401 -0.082  0.102